(1)
22
Properties=species:S:1:pos:R:3:forces:R:3 method="wB97M-V/def2-TZVPD" lumo_ev=0.7524 spin_multiplicity=1 smiles="C=C(C)O.CCSC" gap_ev=9.3854 e_tot_ha=-710.40536 homo_ev=-8.63
C 3.011087 0.485034 1.029772 0.027 -0.075 0.152
C 2.472481 -0.898282 0.684390 0.185 0.242 -0.072
S 1.586814 -0.843292 -0.891859 -0.123 -0.073 0.082
C 0.755914 -2.451735 -0.827892 0.041 0.426 -0.309
H 3.507901 0.451387 2.000609 0.015 0.018 -0.017
H 2.224236 1.236994 1.085153 -0.071 -0.039 -0.029
H 3.742700 0.814925 0.296157 0.034 0.039 -0.098
H 1.810789 -1.258057 1.472063 -0.087 -0.038 -0.043
H 3.309224 -1.586575 0.584983 -0.001 -0.172 0.090
H 1.476244 -3.262410 -0.822193 0.048 -0.122 0.112
H 0.098060 -2.486100 0.034264 -0.046 -0.167 0.111
H 0.158045 -2.526687 -1.737199 0.006 -0.026 0.077
C -3.736586 1.904590 0.027688 0.082 -0.020 -0.064
C -2.503755 1.415334 0.042104 -0.147 0.030 0.009
O -1.714222 1.590521 1.148042 0.337 -0.174 -0.003
C -1.863550 0.657362 -1.067816 0.288 -0.028 -0.276
H -4.350547 1.753135 -0.848006 -0.037 0.068 0.073
H -4.122586 2.453825 0.874118 -0.060 -0.015 -0.016
H -0.850392 1.180297 0.989265 -0.294 0.147 0.026
H -2.444427 0.659910 -1.986175 -0.200 0.059 0.091
H -0.887504 1.089285 -1.301959 0.014 0.009 0.006
H -1.679927 -0.379463 -0.785510 -0.009 -0.090 0.097

(2)
22
Properties=species:S:1:pos:R:3:forces:R:3 method="wB97M-V/def2-TZVPD" lumo_ev=0.8592 spin_multiplicity=1 smiles="C=C(SC)[Si](C)(C)C" gap_ev=8.6712 e_tot_ha=-924.62090 homo_ev=-7.81
C 1.040267 -1.122543 1.256958 1.994 5.001 -5.818
C 0.789042 -0.067717 0.200876 -0.237 -4.809 4.675
C -1.075237 2.253639 -0.959402 -2.086 -1.390 3.238
C -1.959571 0.184361 1.460008 2.651 3.047 0.235
C -1.837422 -1.032076 -1.246829 2.552 2.020 -1.795
C 3.576861 -0.371046 -0.163452 -2.359 -2.316 -2.675
Si -1.057595 0.412947 -0.179815 0.286 0.140 -0.508
S 2.063520 0.563031 -0.698079 1.840 0.838 -0.313
H 2.055615 -1.537184 1.334789 -0.683 0.375 0.266
H 0.286883 -1.600259 1.724542 -2.551 -1.252 1.527
H -0.657097 2.386769 -1.888828 0.890 -0.083 -2.292
H -2.170348 2.522628 -0.983980 1.053 -0.040 -0.106
H -0.563996 2.954778 -0.284336 -0.219 -0.271 0.035
H -2.701461 0.951234 1.575711 -0.371 0.440 0.395
H -2.408358 -0.708283 1.451573 -1.967 -3.493 -0.264
H -1.259954 0.127955 2.315282 -0.354 0.583 -0.345
H -2.823879 -1.340857 -1.025544 -1.038 -0.050 0.352
H -1.750387 -0.728875 -2.379404 -0.091 -1.011 2.052
H -1.114416 -1.818164 -0.961908 -0.430 -0.021 -0.604
H 4.271699 -0.389712 -0.982189 0.325 0.757 -0.573
H 3.176814 -1.427544 -0.280790 0.686 0.933 0.837
H 4.119024 -0.213077 0.714814 0.106 0.604 1.679

(3)
21
Properties=species:S:1:pos:R:3:forces:R:3 method="wB97M-V/def2-TZVPD" lumo_ev=1.0585 spin_multiplicity=1 smiles="CC[SiH2]C=C(C)C" gap_ev=10.1707 e_tot_ha=-526.42513 homo_ev=-9.11
C 0.522832 -0.242400 0.604299 -2.805 -0.238 0.986
C 1.622836 -0.226321 -0.099298 0.520 -0.675 -0.237
C 3.007665 -0.011468 0.399011 0.444 -1.664 1.001
C 1.733254 -0.595219 -1.535949 -1.124 -2.830 0.827
C -2.996567 1.092280 1.133352 1.772 0.206 1.765
C -2.322054 0.735035 -0.184496 -0.057 0.000 0.467
Si -1.282377 -0.786509 -0.115802 2.878 -0.879 1.423
H 0.627649 -0.013441 1.688884 -0.270 -0.093 -0.706
H 3.506011 -1.026503 0.201837 -0.311 1.323 0.855
H 3.495155 0.624409 -0.291820 0.759 1.023 -0.509
H 3.142372 0.338236 1.443185 -0.189 -0.320 -0.657
H 2.717236 -0.975929 -1.600589 1.066 -0.232 -1.029
H 1.574676 0.256590 -2.067168 -0.070 2.398 -2.083
H 1.057745 -1.394290 -1.935213 0.322 0.776 0.653
H -3.686369 0.334972 1.383606 -1.429 -0.529 0.216
H -2.269337 1.006097 2.071404 -0.991 0.380 -2.111
H -3.417352 2.099143 1.171814 -0.167 -0.233 -0.060
H -1.508743 1.433987 -0.304410 0.310 0.500 -0.502
H -2.916440 0.741978 -1.115054 -0.153 0.127 0.707
H -1.450083 -2.136798 0.621165 -0.687 1.106 -0.106
H -1.158101 -1.253845 -1.468750 0.183 -0.146 -0.900

(4)
25
Properties=species:S:1:pos:R:3:forces:R:3 method="wB97M-V/def2-TZVPD" lumo_ev="-3.7311 / -4.2831" spin_multiplicity=2 gap_ev="8.2700 / 8.7866" charge=+1 e_tot_ha=-609.81715 homo_ev="-12.00 / -13.07"
H -0.069670 -0.104725 -1.519452 -1.719 -4.544 2.370
C -2.687639 1.653428 0.662719 -0.674 0.431 0.063
O -2.024343 0.410230 0.461676 -1.207 0.059 0.104
C -2.573464 -0.404544 -0.570423 -0.425 0.059 -0.202
C -1.671824 -1.605496 -0.738748 -0.542 0.305 -0.753
O -0.315849 -1.143772 -0.810758 -0.024 1.796 -5.301
C 1.461246 -1.667583 0.316525 3.535 -2.325 0.703
C 2.575438 -0.662932 0.139275 -0.014 0.481 -0.308
O 2.054950 0.627504 0.535423 0.919 -0.044 0.432
C 2.904307 1.743992 0.371464 0.375 0.440 -0.186
Ag 0.039016 0.269759 0.653057 0.369 2.145 2.824
H -2.001508 2.343516 1.163574 -0.159 -0.265 -0.070
H -2.992718 2.087680 -0.299528 0.103 -0.092 0.182
H -3.577530 1.493960 1.285283 0.168 0.110 -0.144
H -2.575605 0.184337 -1.501531 -0.181 -0.122 0.122
H -3.596054 -0.706616 -0.305771 0.170 0.100 -0.137
H -1.919521 -2.172179 -1.643671 -0.097 0.230 0.112
H -1.790136 -2.296647 0.106348 0.592 0.295 0.003
H 1.587029 -2.479068 -0.412487 -0.574 0.562 -0.165
H 1.506432 -2.218031 1.266514 -0.651 0.770 0.288
H 2.891061 -0.585419 -0.913154 0.001 -0.076 0.261
H 3.452917 -0.863357 0.772696 -0.172 -0.173 -0.176
H 2.499768 2.573542 0.967401 0.231 -0.379 -0.087
H 3.919450 1.474484 0.696073 -0.236 0.273 -0.056
H 2.904251 2.047938 -0.682501 0.210 -0.038 0.120

(5)
34
Properties=species:S:1:pos:R:3:forces:R:3 method="wB97M-V/def2-TZVPD" lumo_ev=0.1673 spin_multiplicity=1 gap_ev=9.3065 e_tot_ha=-4068.14917 homo_ev=-9.14
S 0.904834 -0.104817 3.985736 0.656 0.144 0.388
B -0.076800 -1.575866 4.396924 -0.188 0.089 0.520
O 0.535618 -2.779394 4.686561 0.322 0.226 -0.441
B 0.085489 -3.774634 3.863918 0.199 -0.662 0.414
Br 1.255320 -5.224591 3.445171 -0.110 -0.066 0.049
O -1.169460 -3.722195 3.309951 0.090 0.146 -0.452
B -1.859849 -2.542340 3.414653 -0.726 -0.062 0.177
I -3.486855 -2.063465 2.130678 0.022 -0.208 0.090
O -1.455415 -1.594213 4.318075 0.208 0.386 -0.793
H 0.306684 0.165625 2.823839 -0.566 0.025 0.008
C 1.753328 -0.082097 0.425792 0.006 -0.181 0.117
O 0.636512 -0.457212 0.107408 -0.080 0.088 0.079
N 2.710176 0.286837 -0.434760 0.126 0.089 -0.164
C 4.023985 0.704547 0.013048 -0.055 -0.006 -0.081
C 2.416481 0.261728 -1.859272 -0.028 -0.027 0.067
H 2.072874 -0.036950 1.477822 0.100 0.024 -0.016
H 4.232393 1.727609 -0.304300 0.016 0.011 0.014
H 4.795745 0.048886 -0.393250 0.017 -0.003 0.013
H 4.067802 0.660674 1.099054 -0.001 -0.003 0.021
H 1.586775 0.929810 -2.090178 0.003 0.021 -0.015
H 2.139561 -0.743642 -2.176018 -0.004 -0.007 -0.008
H 3.296628 0.584049 -2.408510 0.022 0.007 -0.008
C -1.497354 1.400825 -3.660140 0.110 -0.044 -0.105
O -1.764494 1.750598 -4.793496 -0.001 0.012 -0.022
N -2.295981 1.583910 -2.595446 -0.048 0.006 0.160
C -1.915950 1.147941 -1.265092 -0.179 0.091 -0.108
C -3.575550 2.238953 -2.800761 0.051 -0.017 -0.021
H -0.553304 0.888198 -3.403719 -0.010 -0.001 -0.005
H -2.637016 0.424226 -0.880094 0.026 -0.017 0.052
H -1.878904 2.000531 -0.582828 0.025 -0.032 0.042
H -0.938805 0.674016 -1.288120 0.023 -0.035 0.013
H -4.186846 1.675414 -3.505854 -0.014 -0.001 -0.004
H -3.434149 3.239824 -3.209304 -0.009 0.011 -0.001
H -4.093473 2.307214 -1.847491 -0.007 -0.001 0.021